Record 1
# C17H30FN6O5S2

A structure of composition C17H30FN6O5S2 (ωB97M-V with the def2-TZVPD basis set, the Open Molecules 2025 dataset).

```
61
C17H30FN6O5S2 (ωB97M-V with the def2-TZVPD basis set)
C -2.8166 -1.6241 2.7514
C -4.3306 -1.7896 2.8013
O -4.9719 -1.3386 1.6247
C -4.6340 -2.0738 0.4524
C -3.6674 -1.3145 -0.4668
C -2.3027 -2.0054 -0.6312
C -1.6772 -1.9060 -2.0337
C -0.2729 -1.3051 -2.0252
S -0.2841 0.4822 -2.0325
O -1.4608 0.9056 -1.3019
O -0.2012 0.8942 -3.4180
N 1.0773 0.7919 -1.2738
S 1.1366 1.6721 0.0153
O 0.9299 0.9460 1.2344
O 0.5885 2.9865 -0.0908
F 2.7270 1.9053 -0.0025
H -2.5723 -0.6773 2.2685
H -2.4033 -1.6299 3.7592
H -2.3369 -2.4287 2.1929
H -4.7447 -1.1749 3.6008
H -4.5964 -2.8350 3.0026
H -5.5774 -2.2897 -0.0554
H -4.1980 -3.0380 0.7360
H -3.5301 -0.3251 -0.0312
H -4.1241 -1.1429 -1.4429
H -1.6046 -1.5502 0.0752
H -2.3866 -3.0554 -0.3535
H -1.6038 -2.8928 -2.4950
H -2.3275 -1.3086 -2.6765
H 0.2926 -1.6155 -2.9029
H 0.2740 -1.5957 -1.1303
C 5.1463 3.3767 -1.3133
C 6.5126 3.6636 -1.7303
N 7.5990 3.9015 -2.0223
H 4.7766 4.1908 -0.6904
H 4.4901 3.2754 -2.1755
H 5.1059 2.4560 -0.7357
C -0.2211 -2.9305 6.4881
C -1.2194 -3.5958 5.6590
N -2.0199 -4.1036 5.0113
H -0.6222 -1.9910 6.8642
H 0.0475 -3.5661 7.3298
H 0.6711 -2.7208 5.9009
C 0.9098 -4.0194 1.5683
C -0.1221 -4.5491 0.6858
N -0.9736 -4.9000 0.0002
H 0.6669 -2.9893 1.8274
H 0.9638 -4.6171 2.4766
H 1.8762 -4.0386 1.0678
C -1.5699 2.1072 -6.0280
C -2.2332 1.7086 -7.2635
N -2.7587 1.3987 -8.2374
H -0.8817 1.3367 -5.6850
H -1.0163 3.0305 -6.1886
H -2.3027 2.2666 -5.2395
C 6.9183 7.0529 0.2304
C 5.5695 6.7330 0.6862
N 4.5066 6.4559 1.0256
H 6.8795 7.8540 -0.5054
H 7.5297 7.3715 1.0726
H 7.3704 6.1747 -0.2299
```

Output
* energy: -2266.76426 a.u.
* strongest force on any atom: 0.340 eV/Å
* M: 481.60 Da
* charge: -1

Here are the Mulliken charges for atoms 1 to 2, given in e: atom 1 (C): -0.56, atom 2 (C): -0.55

=====

Record 2
# C17H30N3O14

A cluster of 5 separate species, C17H30N3O14 in total at a distorted geometry (ωB97M-V with the def2-TZVPD basis set, the Open Molecules 2025 dataset).

```
64
C17H30N3O14 (ωB97M-V with the def2-TZVPD basis set)
O -1.2436 -0.4411 0.6509
N -0.9706 0.7461 0.8112
O -0.7877 1.2121 -0.4618
C -1.7795 2.3030 -0.5893
N -3.2327 1.8122 -0.3813
C -3.7607 0.9463 -1.4237
C -5.2624 0.3675 -1.4280
C -6.0452 0.9175 -0.1141
C -5.1514 1.8206 0.8531
N -3.7680 2.2819 0.7533
H -1.7831 2.7458 -1.6984
H -1.5282 3.2150 0.1159
H -3.0649 0.6370 -2.3311
H -5.7240 -0.3234 -2.2444
H -7.1631 0.6849 0.1320
H -5.7073 2.2004 1.8418
C -1.0643 -2.1703 -2.2712
O -2.0975 -2.4952 -3.1992
C -1.6551 -2.7819 -4.4495
O -0.4902 -2.7809 -4.8158
O -2.7331 -3.0701 -5.2215
C -2.4167 -3.3937 -6.5741
H -1.5315 -1.9591 -1.3053
H -0.3794 -3.0150 -2.1447
H -0.5223 -1.2757 -2.5944
H -1.7858 -4.2873 -6.6197
H -1.9287 -2.5480 -7.0693
H -3.3522 -3.6062 -7.0985
C -0.2878 6.1501 4.1843
O -0.0496 4.7671 4.4391
C -1.0704 3.9490 4.0782
O -2.1264 4.2991 3.5750
O -0.7124 2.6740 4.3741
C -1.6980 1.6966 4.0459
H 0.5924 6.7105 4.5112
H -0.4298 6.3264 3.1131
H -1.1528 6.5043 4.7543
H -1.8964 1.6950 2.9692
H -2.6193 1.8728 4.6103
H -1.3062 0.7147 4.3249
C 2.2078 3.7480 5.1772
O 3.5702 3.5633 4.7978
C 4.3344 2.9540 5.7392
O 3.9536 2.5720 6.8347
O 5.5954 2.8434 5.2505
C 6.5167 2.2161 6.1405
H 1.6909 4.2433 4.3507
H 1.7231 2.7829 5.3574
H 2.1369 4.3895 6.0615
H 6.2042 1.1899 6.3593
H 6.6180 2.7964 7.0633
H 7.4920 2.1809 5.6476
C 4.4589 -7.6834 -4.2187
O 4.3184 -6.2730 -4.3786
C 3.1306 -5.8869 -4.9092
O 2.2192 -6.6280 -5.2422
O 3.1327 -4.5333 -5.0048
C 1.9361 -3.9818 -5.5508
H 5.4447 -7.8781 -3.7874
H 3.6999 -8.0715 -3.5317
H 4.4010 -8.1895 -5.1877
H 1.0762 -4.2220 -4.9171
H 1.7773 -4.3399 -6.5730
H 2.0481 -2.8946 -5.5808
```

Output
* strongest force on any atom: 6.734 eV/Å
* relative energy (zero: lowest compared OMol25 entry of this formula, charge and spin): 5.2167 eV
* M: 500.43 Da
* charge: +1

Here are the Mulliken charges for atoms 1 to 2, given in e: atom 1 (O): -0.25, atom 2 (N): 0.24

=====

Please write out number 1 again, unchanged.
# C17H30FN6O5S2

A structure of composition C17H30FN6O5S2 (ωB97M-V with the def2-TZVPD basis set, the Open Molecules 2025 dataset).

```
61
C17H30FN6O5S2 (ωB97M-V with the def2-TZVPD basis set)
C -2.8166 -1.6241 2.7514
C -4.3306 -1.7896 2.8013
O -4.9719 -1.3386 1.6247
C -4.6340 -2.0738 0.4524
C -3.6674 -1.3145 -0.4668
C -2.3027 -2.0054 -0.6312
C -1.6772 -1.9060 -2.0337
C -0.2729 -1.3051 -2.0252
S -0.2841 0.4822 -2.0325
O -1.4608 0.9056 -1.3019
O -0.2012 0.8942 -3.4180
N 1.0773 0.7919 -1.2738
S 1.1366 1.6721 0.0153
O 0.9299 0.9460 1.2344
O 0.5885 2.9865 -0.0908
F 2.7270 1.9053 -0.0025
H -2.5723 -0.6773 2.2685
H -2.4033 -1.6299 3.7592
H -2.3369 -2.4287 2.1929
H -4.7447 -1.1749 3.6008
H -4.5964 -2.8350 3.0026
H -5.5774 -2.2897 -0.0554
H -4.1980 -3.0380 0.7360
H -3.5301 -0.3251 -0.0312
H -4.1241 -1.1429 -1.4429
H -1.6046 -1.5502 0.0752
H -2.3866 -3.0554 -0.3535
H -1.6038 -2.8928 -2.4950
H -2.3275 -1.3086 -2.6765
H 0.2926 -1.6155 -2.9029
H 0.2740 -1.5957 -1.1303
C 5.1463 3.3767 -1.3133
C 6.5126 3.6636 -1.7303
N 7.5990 3.9015 -2.0223
H 4.7766 4.1908 -0.6904
H 4.4901 3.2754 -2.1755
H 5.1059 2.4560 -0.7357
C -0.2211 -2.9305 6.4881
C -1.2194 -3.5958 5.6590
N -2.0199 -4.1036 5.0113
H -0.6222 -1.9910 6.8642
H 0.0475 -3.5661 7.3298
H 0.6711 -2.7208 5.9009
C 0.9098 -4.0194 1.5683
C -0.1221 -4.5491 0.6858
N -0.9736 -4.9000 0.0002
H 0.6669 -2.9893 1.8274
H 0.9638 -4.6171 2.4766
H 1.8762 -4.0386 1.0678
C -1.5699 2.1072 -6.0280
C -2.2332 1.7086 -7.2635
N -2.7587 1.3987 -8.2374
H -0.8817 1.3367 -5.6850
H -1.0163 3.0305 -6.1886
H -2.3027 2.2666 -5.2395
C 6.9183 7.0529 0.2304
C 5.5695 6.7330 0.6862
N 4.5066 6.4559 1.0256
H 6.8795 7.8540 -0.5054
H 7.5297 7.3715 1.0726
H 7.3704 6.1747 -0.2299
```

Output
* energy: -2266.76426 a.u.
* strongest force on any atom: 0.340 eV/Å
* M: 481.60 Da
* charge: -1

Here are the Mulliken charges for atoms 1 to 2, given in e: atom 1 (C): -0.56, atom 2 (C): -0.55

=====

charge of number 2 (C17H30N3O14)? +1

=====

Which value of charge does entry 2 give? +1

=====

Which value of M does entry 2 give? 500.43 Da